# C34H48BF2IN2O33S8

9 unconnected molecules or ions with the total composition C34H48BF2IN2O33S8 (ωB97M-V/def2-TZVPD, OMol25).

Each line ends with the Mulliken charge.
Atoms and positions in Å:
1 C -1.3628 -0.6752 -3.8248  -0.56
2 C -0.4508 -1.9759 -4.1523  -0.46
3 C 0.2671 -2.6201 -2.8448  0.22
4 F -0.3748 -3.7993 -2.3330  -0.34
5 C 0.5410 -1.4643 -1.7817  0.28
6 C 1.8506 -0.5922 -2.0360  0.18
7 F 2.6653 -0.9127 -3.1903  -0.28
8 C 2.2649 0.5722 -1.1208  0.13
9 B 3.6303 1.3915 -1.5453  0.49
10 C 3.4713 2.7729 -2.4276  -0.94
11 O 4.9347 0.8623 -1.1718  -0.63
12 C 1.3847 0.9650 0.1463  0.29
13 N 1.8622 2.0841 0.9148  -0.40
14 C 0.9313 2.3061 1.9735  0.42
15 C -0.3493 1.4827 2.3047  -0.39
16 C -1.2681 1.8640 3.5657  0.46
17 C -1.0092 1.3840 5.0225  -0.27
18 C -1.9816 1.8077 6.1749  -0.48
19 C -3.2574 2.6953 5.9523  -0.48
20 C -3.5123 3.1813 4.4907  -0.49
21 C -2.5250 2.7833 3.3316  0.17
22 N -0.7627 0.3788 1.5069  -0.28
23 C 0.1083 0.1277 0.3906  0.73
24 C -0.3246 -1.0672 -0.5690  -0.85
25 I -2.1650 -2.1154 -0.1207  0.19
26 H -2.0239 -0.4393 -4.7290  0.16
27 H -1.9419 -0.8731 -2.8632  0.06
28 H -0.6397 0.2180 -3.6927  0.30
29 H -0.9827 -2.7534 -4.8106  0.30
30 H 0.4236 -1.5751 -4.8018  0.27
31 H 1.3095 -2.9626 -3.2194  0.03
32 H 4.4756 3.2686 -2.6653  0.28
33 H 2.9135 2.4695 -3.3974  0.26
34 H 2.7471 3.4587 -1.8507  0.29
35 H 5.5512 1.6057 -0.9661  0.27
36 H 1.1552 3.2032 2.6662  -0.20
37 H -0.0883 0.7162 5.2180  0.34
38 H -1.8043 1.4572 7.2577  0.30
39 H -3.9453 2.9587 6.8211  0.32
40 H -4.4421 3.8302 4.3247  0.30
41 H -2.8011 3.2098 2.2913  0.05
42 C -4.8075 -4.9977 -4.3145  -0.38
43 C -3.8127 -3.8664 -4.5309  -0.13
44 O -4.5702 -2.8177 -5.1302  -0.23
45 S -6.0942 -2.8761 -4.5688  1.06
46 O -6.2171 -1.9285 -3.5002  -0.52
47 O -6.9846 -2.9045 -5.6897  -0.53
48 O -6.0253 -4.3627 -3.9232  -0.32
49 H -4.9921 -5.5430 -5.2444  0.31
50 H -4.4774 -5.6960 -3.5445  0.32
51 H -2.9840 -4.1610 -5.1748  0.29
52 H -3.4192 -3.4948 -3.5810  0.14
53 C 0.7319 -4.4674 2.8916  -0.38
54 C -0.5649 -3.7187 2.6262  0.03
55 O -1.4463 -4.1203 3.6757  -0.29
56 S -0.5769 -4.4088 5.0151  1.03
57 O -0.6273 -3.2419 5.8450  -0.54
58 O -0.9073 -5.7181 5.4947  -0.50
59 O 0.8844 -4.4675 4.3121  -0.35
60 H 0.6636 -5.5063 2.5563  0.31
61 H 1.5891 -3.9891 2.4162  0.31
62 H -0.9917 -3.9578 1.6517  0.12
63 H -0.4187 -2.6368 2.7031  0.14
64 C 3.8705 6.0455 5.4448  -0.39
65 C 4.1946 5.7784 3.9832  0.09
66 O 3.2466 4.7916 3.5686  -0.19
67 S 1.8614 5.0129 4.3841  1.15
68 O 0.9672 5.7670 3.5551  -0.60
69 O 1.4932 3.7703 4.9947  -0.41
70 O 2.4443 6.0017 5.5305  -0.36
71 H 4.2746 5.2593 6.0891  0.31
72 H 4.2425 7.0146 5.7793  0.33
73 H 5.2163 5.4172 3.8419  -0.07
74 H 4.0383 6.6742 3.3742  0.24
75 C -5.5998 5.4775 -1.0921  -0.39
76 C -4.3689 6.2793 -0.6967  -0.36
77 O -3.6028 5.3995 0.1261  -0.28
78 S -3.8272 3.8730 -0.3780  1.14
79 O -2.7349 3.5176 -1.2341  -0.50
80 O -4.2261 3.0783 0.7462  -0.60
81 O -5.1305 4.1458 -1.3059  -0.29
82 H -6.3332 5.4542 -0.2811  0.28
83 H -6.0715 5.8648 -1.9960  0.33
84 H -4.6224 7.1904 -0.1545  0.31
85 H -3.7653 6.5339 -1.5729  0.31
86 C 7.8144 2.4227 2.5587  -0.21
87 C 9.2187 2.9977 2.4519  -0.37
88 O 9.0874 4.3677 2.8331  -0.31
89 S 7.9083 4.4981 3.9397  1.14
90 O 8.5101 4.5201 5.2389  -0.56
91 O 6.9791 5.4975 3.4962  -0.59
92 O 7.2422 3.0364 3.7144  -0.29
93 H 7.2079 2.6980 1.6912  0.22
94 H 7.8198 1.3375 2.6670  0.31
95 H 9.6263 2.9157 1.4443  0.31
96 H 9.8985 2.5138 3.1593  0.31
97 C -3.2599 -8.4468 5.7390  -0.18
98 C -4.6988 -8.0178 5.9811  -0.34
99 O -5.3411 -8.1435 4.7123  -0.32
100 S -4.6636 -9.3721 3.8952  1.08
101 O -5.4810 -10.5358 4.0734  -0.53
102 O -4.2654 -8.8927 2.6058  -0.52
103 O -3.3399 -9.5372 4.8189  -0.31
104 H -2.6830 -7.6457 5.2687  0.22
105 H -2.7625 -8.7596 6.6578  0.30
106 H -4.7712 -6.9945 6.3500  0.32
107 H -5.1996 -8.6928 6.6817  0.29
108 C -4.6819 1.5816 -6.7651  -0.24
109 C -4.9036 2.2949 -5.4387  -0.37
110 O -3.6692 2.9537 -5.1596  -0.18
111 S -2.9739 3.3867 -6.5602  1.05
112 O -3.2901 4.7613 -6.8149  -0.55
113 O -1.6336 2.8828 -6.5713  -0.52
114 O -3.8850 2.4707 -7.5447  -0.34
115 H -4.1187 0.6541 -6.6275  0.22
116 H -5.6201 1.3625 -7.2762  0.31
117 H -5.1635 1.6071 -4.6336  0.33
118 H -5.6810 3.0595 -5.5287  0.30
119 C 6.2225 -2.4405 -4.1370  -0.32
120 C 5.0049 -2.2102 -5.0189  0.13
121 O 5.5331 -1.9497 -6.3195  -0.34
122 S 6.9082 -2.7914 -6.5107  1.10
123 O 6.6017 -3.9990 -7.2189  -0.54
124 O 7.9379 -1.8874 -6.9258  -0.53
125 O 7.1455 -3.1669 -4.9494  -0.34
126 H 6.6897 -1.4930 -3.8540  0.35
127 H 5.9789 -3.0069 -3.2373  0.31
128 H 4.3958 -1.3743 -4.6762  0.01
129 H 4.3857 -3.1104 -5.0796  0.20

Results
- max |F| (eV/Å) = 6.4
- orbital gap (Eh) = 0.2671
- ΔE to the lowest compared entry with this formula, charge and spin (kcal/mol) = 269.1
- highest occupied orbital energy (eV) = -8.601
- LUMO energy (eV) = -1.33
- M (g mol⁻¹) = 1445.0


# C5H5N

C5H5N in the gas phase (ωB97M-V/def2-TZVPD, OMol25).

Each line ends with the natural charge from an NBO analysis.
Atoms and positions in Å:
1 C 1.5663 -1.0937 0.8307  -0.62
2 C 0.4574 -1.1459 -0.1397  -0.31
3 C -0.0707 -0.0826 -0.5906  0.19
4 C -0.6509 0.9603 -0.9476  -0.33
5 C -1.5731 1.7906 -0.8101  0.40
6 N -2.4119 2.6702 -0.8408  -0.59
7 H 1.7626 -0.0887 1.2224  0.22
8 H 2.4613 -1.4617 0.3296  0.22
9 H 1.3245 -1.7539 1.6576  0.22
10 H -2.9776 2.2400 -0.0829  0.37
11 H 0.1121 -2.0348 -0.6287  0.24

Results
- max |F| (eV/Å) = 1.7
- orbital gap (Eh) = 0.3255
- ΔE to the lowest compared entry with this formula, charge and spin (kcal/mol) = 88.0
- highest occupied orbital energy (eV) = -8.412
- LUMO energy (eV) = 0.44
- M (g mol⁻¹) = 79.1